{"formula": "C5H5N6O2S2", "method": "the ωB97M-V functional and the def2-TZVPD basis", "multiplicity": 1, "e_lumo_ev": [-5.922, -5.921], "max_force_ha_per_bohr": 0.138, "de_lowest_ev": 0.000, "total_charge": 1, "species": ["C", "C", "C", "C", "C", "N", "N", "N", "N", "N", "N", "O", "O", "S", "S", "H", "H", "H", "H", "H"], "positions_angstrom": [[-0.76205, -1.64201, -2.95827], [0.78914, 1.06728, 2.69064], [-0.28981, -2.38074, -1.90055], [-0.39984, -0.04753, -1.50707], [0.04701, 3.25432, 1.62887], [-0.81809, -0.30269, -2.70945], [0.74002, -0.17540, 2.64926], [0.45831, -1.22221, 2.38421], [0.03955, 1.16571, 0.54037], [0.24846, 1.84093, 1.63042], [0.09885, -3.76734, -1.78621], [-0.14167, -4.49578, -2.71186], [0.59394, -4.09225, -0.72081], [0.05131, -1.39369, -0.57035], [-0.43922, 1.58922, -0.91803], [-1.16311, -2.06968, -3.91840], [1.35603, 1.68898, 3.47890], [0.44602, 3.79880, 0.77605], [-0.99621, 3.32552, 1.38437], [0.14135, 3.85857, 2.53792]], "forces_ev_per_a": [[-0.566, -1.027, -0.881], [1.550, 6.549, 2.250], [0.088, 0.756, -0.629], [-0.448, -0.905, -0.748], [-1.441, 1.710, 0.016], [-0.067, 0.025, -0.145], [-0.841, -2.065, -0.522], [0.251, -1.462, 0.121], [0.829, 0.257, 3.076], [0.760, -2.639, -2.906], [-0.619, -0.367, 0.218], [0.045, -0.031, -0.391], [0.102, 0.175, -0.065], [0.500, 0.149, 0.715], [-0.341, 1.009, -0.059], [0.766, 0.588, 1.125], [-1.142, -1.567, -1.300], [1.030, -0.464, -0.040], [-1.030, 0.206, 0.100], [0.575, -0.896, 0.067]]}

{"formula": "C5H5NO", "method": "the ωB97M-V functional and the def2-TZVPD basis", "multiplicity": 1, "e_lumo_ev": 0.729, "smiles": "[H]/N=C/C1=CCC1=O", "max_force_ha_per_bohr": 0.104, "de_lowest_ev": 3.062, "total_charge": 0, "species": ["C", "C", "C", "C", "C", "N", "O", "H", "H", "H", "H", "H"], "positions_angstrom": [[-0.20198, 1.13081, -0.00421], [0.31192, -0.09239, 0.04763], [-1.36626, -0.63567, 0.01581], [1.70300, -0.54100, 0.12327], [-1.73143, 0.81736, -0.11332], [2.00548, -1.71733, -0.15636], [-1.81186, -1.68984, 0.09443], [0.36047, 2.13777, 0.09098], [2.38447, 0.19779, 0.37297], [-2.43747, 1.19823, 0.62186], [-2.26233, 0.96224, -0.95770], [3.04597, -1.76797, -0.13536]], "forces_ev_per_a": [[-0.075, 2.227, 0.148], [-2.701, -0.743, 0.121], [5.037, 1.835, 0.038], [-2.565, -0.042, -0.369], [1.767, 0.027, 2.853], [1.754, -1.337, -0.410], [-1.958, -2.296, 0.174], [-1.250, -1.655, -0.362], [1.591, 1.622, 0.525], [0.334, -0.013, 0.728], [-1.139, 0.786, -3.534], [-0.795, -0.411, 0.088]]}

{"formula": "C5H5NO", "method": "the ωB97M-V functional and the def2-TZVPD basis", "multiplicity": 1, "e_lumo_ev": 0.587, "smiles": "N#C[C@@H]1C[C@@H]1C=O", "max_force_ha_per_bohr": 0.025, "de_lowest_ev": 2.361, "total_charge": 0, "species": ["O", "C", "C", "C", "C", "C", "N", "H", "H", "H", "H", "H"], "positions_angstrom": [[2.39601, -1.25171, -1.17681], [1.33107, -0.68914, -1.09548], [0.69580, -0.39224, 0.20834], [0.08898, 0.89689, 0.60394], [-0.79914, -0.35416, 0.48238], [-1.93345, 0.20035, -0.20604], [-2.79985, 0.93825, -0.43199], [0.75716, -0.38715, -1.99031], [1.20511, -0.86543, 1.04172], [-0.09429, 1.57906, -0.22821], [0.24212, 1.39928, 1.54494], [-1.08952, -1.07400, 1.24752]], "forces_ev_per_a": [[-0.469, 0.244, -0.069], [0.325, -0.067, -0.128], [0.234, -0.164, -0.041], [0.156, 0.141, 0.264], [-0.190, 0.310, 0.299], [-0.978, 0.558, -0.613], [0.497, -1.151, -0.319], [0.054, 0.052, -0.092], [-0.060, -0.288, -0.184], [-0.086, -0.144, 0.361], [0.410, -0.254, 0.185], [0.109, 0.764, 0.337]]}

{"formula": "C5H5NO", "method": "the ωB97M-V functional and the def2-TZVPD basis", "multiplicity": 1, "e_lumo_ev": -1.226, "max_force_ha_per_bohr": 0.199, "de_lowest_ev": 4.480, "total_charge": 0, "species": ["C", "C", "C", "C", "C", "H", "H", "H", "H", "H", "N", "O"], "positions_angstrom": [[2.23380, -0.38235, 0.05846], [0.68139, -0.39090, 0.02129], [-1.49176, -0.91529, -0.02908], [-1.63874, 0.31436, 0.05286], [-0.23591, 0.76747, 0.03506], [2.60745, -0.38984, -0.98934], [2.29474, -1.61500, 0.85020], [2.39104, 0.57525, 0.71807], [-2.19125, -1.87556, 0.38450], [-2.45082, 0.89358, 0.38909], [-0.17066, -1.39299, -0.21313], [0.15635, 1.97535, -0.08652]], "forces_ev_per_a": [[-3.088, -1.906, 3.294], [-1.876, -2.761, -1.299], [-1.849, -9.860, 1.887], [0.274, 5.207, 0.489], [1.716, 7.129, -0.542], [0.283, -0.168, 1.155], [0.661, 4.018, -2.759], [0.640, -2.019, -1.451], [1.448, 3.071, -1.789], [-0.737, 0.617, -0.037], [3.723, 0.836, 0.430], [-1.197, -4.165, 0.620]]}

{"formula": "C5H5NO", "method": "the ωB97M-V functional and the def2-TZVPD basis", "multiplicity": 1, "e_lumo_ev": 0.031, "smiles": "C#CC(=O)[C@H]1CN1", "max_force_ha_per_bohr": 0.012, "de_lowest_ev": 3.079, "total_charge": 0, "species": ["O", "C", "C", "C", "C", "C", "N", "H", "H", "H", "H", "H"], "positions_angstrom": [[0.20861, 1.50261, 1.03811], [-0.20368, 0.40410, 0.71907], [-1.52099, -0.05892, 1.13616], [-2.62539, -0.40661, 1.46863], [0.59775, -0.50193, -0.15835], [0.97211, 0.09269, -1.47773], [1.96401, -0.09612, -0.44059], [-3.60953, -0.69387, 1.77058], [0.41718, -1.57062, -0.07202], [0.60986, 1.09949, -1.68239], [1.06076, -0.55740, -2.34471], [2.12933, 0.78657, 0.04325]], "forces_ev_per_a": [[-0.175, -0.385, -0.080], [0.208, 0.347, 0.001], [-0.542, -0.167, 0.187], [0.466, 0.137, -0.148], [-0.153, -0.169, 0.090], [-0.082, 0.085, -0.286], [0.095, 0.096, 0.118], [0.181, 0.021, -0.053], [-0.049, 0.195, -0.026], [0.077, -0.168, 0.084], [-0.016, 0.070, 0.182], [-0.010, -0.061, -0.069]]}

{"formula": "C5H5NO", "method": "the ωB97M-V functional and the def2-TZVPD basis", "multiplicity": 1, "e_lumo_ev": 0.418, "max_force_ha_per_bohr": 0.020, "de_lowest_ev": 5.155, "total_charge": 0, "species": ["N", "C", "C", "O", "C", "C", "C", "H", "H", "H", "H", "H"], "positions_angstrom": [[1.54716, 2.18397, -1.32182], [1.23794, 1.10884, -1.03222], [0.82591, -0.24305, -0.59286], [1.22980, -0.55596, 0.73125], [-0.03598, -0.84147, 1.32665], [-0.92109, 0.32780, 0.93825], [-0.67078, -0.41032, -0.32813], [1.23388, -0.98991, -1.28338], [-0.58018, -1.56513, 0.31707], [-1.94370, 0.24686, 1.30373], [-0.49333, 1.32246, 1.03477], [-1.42963, -0.58409, -1.09332]], "forces_ev_per_a": [[-0.289, -0.982, 0.196], [0.203, 0.807, -0.172], [-0.039, 0.039, -0.206], [0.179, 0.034, 0.150], [-0.188, -0.044, 0.119], [-0.077, 0.118, 0.072], [-0.162, 0.182, -0.339], [-0.026, 0.123, 0.112], [0.004, -0.063, -0.166], [0.188, 0.002, -0.023], [0.020, -0.138, -0.017], [0.188, -0.077, 0.275]]}

{"formula": "C5H5NO", "method": "the ωB97M-V functional and the def2-TZVPD basis", "multiplicity": 1, "e_lumo_ev": [-0.232, -0.255], "max_force_ha_per_bohr": 0.029, "de_lowest_ev": 4.312, "total_charge": 0, "species": ["O", "C", "C", "C", "N", "C", "C", "H", "H", "H", "H", "H"], "positions_angstrom": [[0.07592, 0.54688, -2.03756], [-0.20339, 0.36652, -0.73609], [-1.36961, -0.28201, -0.34093], [-0.83002, -1.50003, 0.72304], [0.28345, -1.39205, 1.30036], [0.70697, 0.74199, 0.29631], [0.92931, -0.13735, 1.31032], [1.03414, 0.57593, -2.17327], [0.78259, 1.81607, 0.25422], [-1.99030, 0.25155, 0.38719], [-1.95116, -0.69242, -1.15458], [1.51879, 0.05333, 2.20839]], "forces_ev_per_a": [[0.202, -0.313, -0.018], [-0.512, -0.114, 0.128], [-0.171, 0.224, -0.486], [0.565, -0.489, 0.304], [-0.410, 0.091, -0.217], [-0.684, 0.123, 0.197], [-0.258, 0.368, -0.127], [-0.078, 0.101, 0.061], [1.405, 0.246, 0.503], [0.266, -0.345, 0.054], [-0.251, -0.076, -0.006], [-0.074, 0.184, -0.392]]}

{"formula": "C5H5NO", "method": "the ωB97M-V functional and the def2-TZVPD basis", "multiplicity": 1, "e_lumo_ev": 0.018, "max_force_ha_per_bohr": 0.219, "de_lowest_ev": 5.372, "total_charge": 0, "species": ["C", "C", "C", "C", "C", "H", "H", "H", "H", "H", "N", "O"], "positions_angstrom": [[-0.79243, 0.93474, 0.09754], [-0.31166, -0.59564, 0.05007], [-1.28214, -1.40984, 0.44863], [1.06550, -0.74936, -0.15314], [2.41537, -0.69604, 0.03463], [0.13957, 2.70297, -0.63431], [1.02158, 1.24978, -0.72673], [-1.50369, -2.78375, 0.43160], [-2.24537, -0.79143, 0.71796], [3.43635, -0.52382, -0.14338], [0.08788, 1.71705, -0.56636], [-2.03096, 0.94533, 0.44350]], "forces_ev_per_a": [[-4.088, -3.240, -0.459], [-0.228, 1.062, 1.040], [-3.096, -3.806, 0.020], [11.103, -0.461, 1.488], [-11.158, -0.280, -1.649], [-0.728, 0.875, 0.183], [-1.478, 0.646, 0.353], [1.543, 4.762, 0.095], [1.948, -1.732, -0.523], [0.737, -0.101, -0.071], [0.983, -1.177, 0.600], [4.464, 3.451, -1.077]]}